(1)
Here is a cluster of 8 separate species, C20H36Br8O10 in total at a distorted geometry from the OMol25 dataset. Energies are from the ωB97M-V functional and the def2-TZVPD basis.

The calculation puts the LUMO energy at -0.11 eV. As for the spin multiplicity: 1. The calculation puts the HOMO energy at -10.1359 eV. For the orbital gap, the calculation gives 10.0 eV. The SMILES is C[C@H]1COC(=O)O1.C[C@H]1COC(=O)O1.C[C@H]1COC(=O)O1.BrCCBr.BrCCBr.BrCCBr.BrCCBr.O. For the total energy, the calculation gives -602137.75870 eV.

```
74
Properties=species:S:1:pos:R:3:forces:R:3
C -6.7109 -0.9745 0.6769 0.3833 -0.5656 -0.6505
C -5.8372 -2.2247 0.2472 -3.9038 1.5913 -1.8785
C -4.7952 -1.8507 -0.8332 -1.0926 0.7380 1.1178
O -3.6278 -2.0080 -0.0834 1.7136 -1.3486 1.6705
C -3.9077 -2.4711 1.1898 3.8921 0.1708 2.2950
O -3.0517 -2.6275 2.0885 -2.9838 1.0304 -3.2844
O -5.1912 -2.6521 1.3688 1.6405 -0.4002 1.2801
H -7.4976 -1.2164 1.3915 0.3242 -0.1461 0.1519
H -7.1993 -0.4245 -0.1275 0.0138 -0.5120 -0.4721
H -6.0250 -0.2261 1.0738 0.1018 -0.1586 0.4401
H -6.4041 -3.1099 -0.0410 -0.5644 0.4458 -0.4510
H -4.8051 -0.7821 -1.0477 -0.4910 -0.0709 -0.4371
H -4.8939 -2.4420 -1.7435 0.5286 -0.1588 0.1748
C 4.6043 -2.0749 2.6090 -0.6048 -0.0513 0.2427
C 3.6121 -3.0415 3.2488 1.5861 -0.3693 -1.3126
C 2.5261 -3.4283 2.2732 -2.1213 2.5788 0.2400
O 2.6070 -4.7818 2.0221 -0.6454 -0.6356 -0.8375
C 3.5279 -5.3043 2.7767 1.3613 -3.8434 2.4483
O 3.6226 -6.5275 3.0057 0.3861 4.3126 -0.8810
O 4.2939 -4.2910 3.3511 -0.1938 -2.1343 0.3032
H 4.6813 -2.3245 1.5507 0.2654 -0.0890 0.0958
H 5.5812 -2.1587 3.0852 -0.1042 0.2850 0.0644
H 4.1683 -1.0766 2.6447 0.3651 0.1755 0.1787
H 3.2886 -2.7309 4.2423 -0.1866 -0.0450 -0.0835
H 2.5187 -2.8765 1.3333 0.4859 -0.0320 0.1272
H 1.5646 -3.1945 2.7303 -0.3124 -0.2970 -0.1243
C -1.2816 4.6290 -2.7097 0.3057 1.5367 -0.7032
C -1.7929 5.0156 -4.1297 1.5990 -1.6957 0.2511
C -0.7692 4.8638 -5.3104 0.0778 1.3647 1.0375
O -1.4884 4.1902 -6.3282 -0.7785 -0.5566 0.2798
C -2.5367 3.5228 -5.7233 -1.7075 -1.8472 -2.2161
O -3.2698 2.6696 -6.2708 2.9433 3.2981 2.1568
O -2.6518 3.9866 -4.4766 -2.5831 -2.1363 -0.3591
H -0.7690 3.6700 -2.6346 -0.1610 -0.0377 -0.5831
H -2.0778 4.6439 -1.9655 -0.0627 0.1067 -0.1898
H -0.5511 5.3995 -2.4630 0.0875 0.0252 0.4585
H -2.3680 5.9395 -4.1922 0.3427 0.2427 0.2877
H 0.1353 4.3017 -5.0782 -0.1185 -0.1312 0.2774
H -0.4819 5.8814 -5.5752 0.0833 -0.2164 -0.7163
Br 1.4083 1.5429 7.7436 -0.2253 0.0131 -0.6140
C 0.8352 1.3111 5.8419 0.0605 -0.4619 0.9143
C 1.3193 -0.0784 5.4330 -0.2024 1.1409 0.1222
Br 0.8628 -0.2805 3.5377 0.1995 -0.2452 0.1895
H 1.2908 2.1361 5.2943 -0.1184 -0.2640 -0.0063
H -0.2534 1.3617 5.8617 0.2108 0.1765 -0.1195
H 0.7923 -0.8515 5.9922 0.2367 0.0306 -0.1884
H 2.3995 -0.1007 5.5770 -0.1401 -0.4428 -0.3060
Br 4.2072 1.2720 -3.1224 -1.4111 -0.5882 -0.8210
C 2.4273 0.5411 -3.8312 0.7068 -1.4089 0.9925
C 1.7491 1.5754 -4.6178 -0.2333 0.5470 -1.1150
Br -0.0236 0.7939 -5.2520 1.2646 0.8903 0.5105
H 1.8775 0.0671 -3.0181 0.0803 0.9130 0.5073
H 2.5724 -0.3285 -4.4721 0.8826 0.2136 -0.1619
H 2.3904 1.7376 -5.4841 -0.5303 -0.0279 -0.4032
H 1.6702 2.5653 -4.1684 -0.7031 -0.3371 0.3623
Br 2.1836 4.0345 1.7584 0.1718 -0.5033 -0.2211
C 2.1866 2.2751 0.9289 -0.2120 -1.1971 -1.0483
C 3.5944 1.6882 0.6190 -1.2143 0.9522 0.4383
Br 3.3637 -0.1857 0.0259 0.0904 0.8530 0.3833
H 1.5893 2.2872 0.0172 0.3417 0.7127 -0.2062
H 1.5659 1.5879 1.5039 0.5475 0.2324 0.7564
H 4.1888 1.8101 1.5245 0.2556 -0.7183 -0.1805
H 4.0588 2.2312 -0.2042 -0.0214 -0.2259 0.0539
Br -0.6267 1.2080 -1.2030 -0.0350 -0.7071 0.5846
C -0.2945 -0.4291 -0.1322 0.0176 -0.9196 -0.2847
C 0.0824 -1.5501 -1.1225 0.7613 0.2420 -0.1406
Br 0.3634 -3.2949 -0.2021 -0.2963 1.1071 -1.0319
H -1.1640 -0.7282 0.4532 -0.4505 0.3122 -0.5159
H 0.4468 -0.2240 0.6401 0.4054 0.1222 -0.5918
H 1.0314 -1.4225 -1.6434 0.3000 0.4158 0.6615
H -0.5641 -1.5961 -1.9989 -0.7946 -0.4883 0.6374
O -1.2890 -4.5508 2.0967 0.4931 -0.9492 0.3908
H -1.0530 -4.4304 1.1769 -0.1772 -0.0359 0.0292
H -1.9362 -3.8673 2.2699 -0.1327 0.2221 0.0235
```
Forces are in eV/Å.

(2)
Here is a cluster of 2 separate species, C3H5BrF2S in total at a distorted geometry from the OMol25 dataset. Energies are from the ωB97M-V functional and the def2-TZVPD basis.

The calculation puts the LUMO energy at -0.96 eV. As for the spin multiplicity: 1. The calculation puts the HOMO energy at -9.0056 eV. For the orbital gap, the calculation gives 8.0 eV. The SMILES is FC(F)Br.CC=S. For the total energy, the calculation gives -89502.11611 eV.

```
12
Properties=species:S:1:pos:R:3:forces:R:3
F -1.3108 -1.9285 0.3511 -0.2770 0.9056 0.5727
C -1.0469 -1.0336 1.3422 1.8793 2.2183 -1.5729
F -0.0820 -1.5662 2.0756 0.0694 -1.1933 1.4784
Br -2.5320 -0.2764 2.1895 -1.2835 -0.5494 0.8905
H -0.5449 -0.0445 1.0697 -1.3466 -1.8681 -0.8568
C 0.7983 0.4040 -1.5259 1.5012 -0.8823 -2.8250
C 0.5141 0.8101 -0.1954 2.5564 3.0462 0.2480
S 0.4298 2.4154 0.0269 -1.1248 0.1299 0.9925
H 1.6435 1.0031 -1.9530 -0.5177 -0.4867 0.5929
H 1.0604 -0.6152 -1.6926 0.2155 -1.0337 0.3121
H 0.0414 0.5909 -2.2181 -1.6451 0.5031 -1.0290
H 1.0291 0.2410 0.5299 -0.0272 -0.7897 1.1966
```
Forces are in eV/Å.

(3)
Here is the ion C7H12N3O6 with charge -1 at a distorted geometry from the OMol25 dataset. Energies are from the ωB97M-V functional and the def2-TZVPD basis.

The calculation puts the LUMO energy at 2.75 eV. As for the spin multiplicity: 1. The calculation puts the HOMO energy at -2.4723 eV. For the orbital gap, the calculation gives 5.2 eV. Its charge is -1. For the total energy, the calculation gives -24203.42335 eV.

```
28
Properties=species:S:1:pos:R:3:forces:R:3
C -4.9070 0.8232 1.5368 -0.3632 -0.9060 0.0288
C -3.7298 -0.1597 1.5017 0.4261 0.3346 -0.1688
O -2.5081 0.5872 1.2451 -1.1203 -1.5926 0.9412
C -1.4309 -0.2604 1.1607 3.5939 2.0742 -1.5369
N -0.3641 0.5253 0.6593 -7.2484 0.9955 0.7089
N 0.5512 -0.0520 -0.0142 3.0538 -1.2301 2.4460
C 1.7189 0.7021 0.3931 -2.3571 -1.5258 -1.8863
O 1.7067 1.6221 1.2016 1.2263 -1.4430 -1.1668
O 2.7438 0.2030 -0.3266 1.6045 1.5943 0.5232
C 3.9248 1.0562 -0.2169 -0.5891 -1.0741 -0.4734
C 4.8689 0.4419 -1.2133 1.3552 0.6351 -0.2191
O -1.3884 -1.4492 1.4053 -1.0862 -0.5021 0.0061
H -5.7959 0.1528 1.5541 0.2004 0.7228 -0.0632
H -4.9601 1.4902 2.4005 0.3103 -0.3248 0.1877
H -4.9489 1.4858 0.6732 0.0779 -0.3059 -0.2553
H -3.6567 -0.7300 2.4687 -0.0062 0.4383 -0.9519
H -3.8408 -0.8850 0.6446 -0.0807 0.5643 0.9830
H 3.6834 2.1042 -0.4916 -0.0068 -0.6241 0.3104
H 4.3175 1.0103 0.8177 -0.2326 0.1485 -0.5467
H 5.7676 1.0810 -1.1897 0.0001 -0.3490 -0.2677
H 5.1797 -0.5779 -1.0015 -0.1022 -0.0600 0.4752
H 4.5115 0.4032 -2.2438 -0.3308 0.3694 0.1483
C 0.3175 -1.1259 -1.4022 2.9645 1.2371 -0.1881
N -0.8350 -1.8852 -1.8700 -2.4239 -1.1211 -0.7717
O -0.9249 -3.1317 -1.6884 0.9827 2.3691 0.1914
O -1.7184 -1.3038 -2.5614 1.6909 -0.2067 1.4774
H 0.5298 -0.2996 -2.1001 -0.4538 -0.8877 -0.1538
H 1.1877 -1.8278 -1.3428 -1.0855 0.6698 0.2223
```
Forces are in eV/Å.